# C28H78F3KN12O6P4

A molecular structure, C28H78F3KN12O6P4 (ωB97M-V/def2-TZVPD, OMol25).

ORCA input file:
```
! RIJCOSX wB97M-V def2-TZVPD def2/J DEFGRID3
* xyz 0 1
K -0.78 -0.48 -0.23
C -1.59 -4.41 -0.78
O -0.93 -4.56 -2.04
O -1.96 -3.07 -0.57
C -2.64 -5.59 -0.64
F -2.18 -6.81 -0.95
F -3.07 -5.63 0.66
F -3.75 -5.44 -1.42
C 0.26 -3.83 -2.24
C 0.87 -4.43 -3.48
H 0.21 -4.18 -4.32
H 1.81 -3.97 -3.79
H 0.89 -5.52 -3.48
H 1.00 -3.98 -1.45
H 0.16 -2.75 -2.39
H -0.74 -4.65 -0.15
O 1.74 0.63 -0.04
P 3.20 0.21 0.09
N 4.22 1.03 -0.96
C 3.77 1.87 -2.07
C 5.72 0.74 -1.09
N 3.43 -1.45 -0.15
C 3.22 -1.94 -1.50
C 2.93 -2.35 0.88
N 3.91 0.61 1.59
C 3.80 1.93 2.23
C 5.15 -0.14 2.00
H 2.68 1.92 -2.12
H 4.03 1.46 -3.04
H 4.17 2.87 -1.90
H 5.91 0.44 -2.12
H 6.08 -0.09 -0.48
H 6.31 1.62 -0.82
H 3.67 -2.92 -1.67
H 2.20 -1.84 -1.85
H 3.77 -1.29 -2.17
H 3.25 -3.36 0.59
H 3.24 -1.92 1.84
H 1.84 -2.39 0.90
H 4.74 2.18 2.71
H 3.42 2.71 1.56
H 3.15 1.88 3.11
H 4.95 -0.48 3.02
H 6.07 0.44 2.05
H 5.35 -1.05 1.45
O 0.10 -1.00 2.34
P -0.14 -1.62 3.65
N -0.27 -3.33 3.60
C -1.62 -3.96 3.25
C 0.89 -4.17 3.37
N -1.61 -1.16 4.42
C -1.98 -1.70 5.69
C -2.50 -0.21 3.80
N 1.12 -1.30 4.76
C 1.47 -2.03 5.95
C 1.75 0.02 4.63
H -1.80 -3.93 2.18
H -2.44 -3.41 3.71
H -1.64 -5.02 3.53
H 0.75 -5.22 3.63
H 1.81 -3.76 3.79
H 1.07 -4.07 2.30
H -1.92 -0.96 6.49
H -2.95 -2.18 5.79
H -1.35 -2.52 6.02
H -2.13 0.80 3.95
H -2.42 -0.39 2.73
H -3.55 -0.21 4.09
H 2.55 -2.14 6.07
H 1.10 -1.55 6.85
H 0.98 -3.00 5.97
H 2.11 0.37 5.60
H 0.99 0.74 4.35
H 2.60 0.03 3.94
O -2.32 1.69 0.60
P -2.25 3.07 1.11
N -3.26 3.30 2.41
C -4.56 2.66 2.46
C -3.02 4.33 3.45
N -2.65 4.31 -0.06
C -2.72 5.70 0.28
C -2.86 3.99 -1.46
N -0.72 3.51 1.62
C -0.09 2.79 2.67
C 0.29 4.08 0.70
H -5.37 3.32 2.16
H -4.76 2.24 3.45
H -4.48 1.82 1.78
H -3.86 5.02 3.55
H -2.20 4.96 3.10
H -2.78 3.95 4.44
H -2.35 6.30 -0.55
H -3.74 5.92 0.61
H -2.06 5.82 1.14
H -1.95 4.15 -2.05
H -3.30 3.01 -1.65
H -3.60 4.63 -1.93
H 0.83 3.31 2.95
H -0.75 2.62 3.53
H 0.23 1.80 2.35
H -0.04 5.01 0.24
H 0.51 3.37 -0.10
H 1.19 4.38 1.25
O -0.50 1.20 -2.63
P -0.89 0.68 -3.93
N -0.74 1.81 -5.26
C 0.12 2.97 -5.27
C -1.38 1.62 -6.57
N -2.56 0.12 -3.87
C -3.00 -1.19 -3.28
C -3.65 1.01 -4.29
N 0.04 -0.62 -4.54
C 1.46 -0.36 -4.39
C -0.33 -1.42 -5.67
H 0.23 3.52 -6.20
H 1.07 2.61 -4.86
H -0.13 3.70 -4.49
H -2.16 2.38 -6.50
H -1.90 0.66 -6.61
H -0.72 1.82 -7.41
H -2.22 -1.94 -3.44
H -3.15 -1.13 -2.20
H -3.93 -1.55 -3.72
H -4.57 0.81 -3.75
H -3.36 2.04 -4.07
H -3.77 0.81 -5.36
H 1.79 0.29 -5.21
H 1.72 0.20 -3.50
H 2.01 -1.30 -4.39
H 0.28 -2.32 -5.80
H -0.23 -0.75 -6.52
H -1.33 -1.83 -5.57
*
```

Summary:
E, eV: -122105.0270

These are the Löwdin partial charges, in e, on atoms 1 to 99: 0.663 -0.434 -0.112 -0.294 -0.501 0.127 0.092 0.108 -0.295 -0.076 0.059 0.064 0.083 0.104 0.088 0.120 -0.356 0.596 -0.285 -0.117 -0.068 -0.302 -0.112 -0.102 -0.277 -0.090 -0.129 0.062 0.072 0.083 0.072 0.058 0.079 0.097 0.066 0.070 0.092 0.069 0.062 0.078 0.077 0.050 0.069 0.076 0.064 -0.332 0.613 -0.280 -0.044 -0.116 -0.304 -0.146 -0.103 -0.291 -0.147 -0.092 0.060 0.065 0.081 0.087 0.068 0.062 0.081 0.081 0.067 0.061 0.074 0.089 0.084 0.076 0.069 0.085 0.063 0.055 -0.328 0.571 -0.294 -0.108 -0.105 -0.304 -0.125 -0.118 -0.291 -0.134 -0.072 0.081 0.080 0.074 0.079 0.058 0.076 0.088 0.083 0.056 0.074 0.070 0.076 0.078 0.068

***

# C28H78N6O8

8 unconnected molecules or ions with the total composition C28H78N6O8 (ωB97M-V/def2-TZVPD, OMol25).

ORCA input file:
```
! RIJCOSX wB97M-V def2-TZVPD def2/J DEFGRID3
* xyz 0 1
C -4.64 -3.76 -0.94
O -3.53 -4.56 -0.61
C -2.44 -3.76 -0.05
C -1.45 -4.80 0.53
C -0.34 -4.03 1.25
N -0.86 -5.51 -0.61
H -5.45 -4.01 -0.25
H -5.01 -3.81 -1.97
H -4.43 -2.70 -0.77
H -2.01 -3.16 -0.86
H -2.95 -3.16 0.70
H -1.90 -5.55 1.17
H -0.84 -3.42 2.01
H 0.26 -3.44 0.55
H 0.33 -4.71 1.77
H -1.23 -6.44 -0.74
H -0.95 -4.94 -1.44
C 6.67 -1.48 4.26
O 5.25 -1.76 4.32
C 4.90 -3.01 3.79
C 3.45 -2.81 3.34
C 2.40 -2.49 4.41
N 3.05 -3.87 2.47
H 6.95 -1.57 3.21
H 7.21 -2.25 4.82
H 7.00 -0.49 4.57
H 5.62 -3.39 3.05
H 4.99 -3.82 4.52
H 3.47 -1.85 2.80
H 1.41 -2.50 3.94
H 2.56 -1.53 4.89
H 2.37 -3.27 5.17
H 3.76 -4.09 1.78
H 2.30 -3.55 1.87
C 2.44 -5.89 -3.67
O 2.69 -4.74 -2.84
C 2.77 -3.45 -3.46
C 1.49 -2.73 -3.95
C 1.60 -1.28 -4.46
N 0.47 -2.86 -2.90
H 3.17 -5.74 -4.47
H 1.39 -5.93 -3.96
H 2.67 -6.74 -3.03
H 3.17 -2.78 -2.69
H 3.48 -3.45 -4.28
H 0.99 -3.32 -4.72
H 2.36 -1.08 -5.21
H 2.03 -0.72 -3.61
H 0.65 -0.79 -4.68
H 0.44 -3.86 -2.77
H 0.80 -2.39 -2.06
C 0.77 0.03 1.78
O -0.53 0.07 1.30
C -0.61 -0.37 -0.06
C -0.02 0.64 -1.06
C -0.80 1.97 -1.07
N -0.25 0.18 -2.44
H 0.67 0.16 2.86
H 1.45 0.86 1.54
H 1.42 -0.83 1.61
H -0.05 -1.31 -0.17
H -1.66 -0.57 -0.26
H 1.02 0.95 -0.92
H -1.84 1.87 -1.36
H -0.31 2.76 -1.63
H -0.72 2.16 0.01
H -0.01 -0.76 -2.76
H -1.24 0.14 -2.63
C -6.48 2.42 -3.54
O -5.30 1.70 -3.19
C -5.02 0.64 -4.06
C -3.74 0.03 -3.56
C -3.17 -1.19 -4.34
N -3.79 -0.43 -2.13
H -7.37 1.84 -3.29
H -6.48 2.59 -4.62
H -6.51 3.35 -2.98
H -5.83 -0.08 -4.16
H -4.75 1.01 -5.06
H -2.92 0.74 -3.64
H -3.51 -2.22 -4.22
H -2.11 -1.25 -4.06
H -3.11 -0.95 -5.41
H -4.72 -0.81 -1.96
H -3.67 0.36 -1.52
C 1.10 7.22 3.88
O 0.52 6.33 2.93
C 0.44 4.99 3.42
C -0.60 4.14 2.67
C -2.03 4.61 2.83
N -0.43 2.78 3.23
H 2.04 6.84 4.29
H 0.37 7.47 4.64
H 1.37 8.11 3.30
H 1.44 4.58 3.26
H 0.10 5.00 4.46
H -0.37 4.03 1.61
H -2.19 4.91 3.86
H -2.79 3.91 2.51
H -2.08 5.58 2.34
H -0.79 2.00 2.70
H 0.57 2.63 3.29
C -1.31 5.89 -2.85
C -1.09 5.71 -4.38
O -1.22 6.92 -5.00
H -1.46 4.96 -2.30
H -2.22 6.45 -2.63
H -0.49 6.48 -2.42
H -1.76 5.00 -4.88
H -0.04 5.42 -4.48
H -2.11 7.23 -4.80
C 3.07 1.39 4.38
C 3.14 2.09 5.72
O 2.67 3.47 5.68
H 3.56 1.89 3.54
H 2.03 1.30 4.08
H 3.58 0.43 4.47
H 4.15 2.16 6.13
H 2.45 1.72 6.48
H 3.04 3.88 4.90
*
```

Summary:
E, eV: -55615.0473
Energy above the lowest of the compared OMol25 structures with the same formula, charge and spin, kcal/mol: 88.50

These are the Löwdin partial charges, in e, on atoms 1 to 99: -0.137 -0.202 -0.161 -0.399 -0.079 0.044 0.086 0.082 0.051 0.116 0.123 0.143 0.081 0.056 0.071 0.070 0.046 -0.080 -0.208 -0.208 -0.451 -0.040 0.049 0.082 0.085 0.083 0.118 0.129 0.118 0.067 0.058 0.080 0.074 0.042 -0.073 -0.218 -0.191 -0.420 -0.058 0.035 0.088 0.082 0.089 0.124 0.118 0.132 0.078 0.070 0.066 0.052 0.059 -0.158 -0.175 -0.173 -0.390 -0.047 0.047 0.074 0.087 0.085 0.093 0.115 0.137 0.072 0.075 0.063 0.003 0.028 -0.093 -0.189 -0.235 -0.394 -0.053 0.054 0.086 0.085 0.088 0.135 0.129 0.122 0.072 0.045 0.073 0.064 0.056 -0.101 -0.195 -0.201 -0.424 -0.059 0.051 0.083 0.089 0.085 0.116 0.131 0.122 0.079 0.077

***

Question: The highest E belongs to which entry?
Answer: C28H78N6O8